[1]
{"formula": "C40H96FN2O12P3", "method": "ωB97M-V/def2-TZVPD", "total_charge": 0, "lumo_energy_ha": 0.0150, "e_tot_ha": -3718.06443, "homo_energy_ev": -8.389, "spin_multiplicity": 1, "species": ["C", "C", "C", "C", "P", "C", "C", "C", "C", "C", "C", "C", "C", "C", "C", "C", "C", "H", "H", "H", "H", "H", "H", "H", "H", "H", "H", "H", "H", "H", "H", "H", "H", "H", "H", "H", "H", "H", "H", "H", "H", "H", "H", "H", "H", "H", "H", "H", "H", "H", "H", "H", "H", "F", "C", "O", "C", "C", "N", "C", "C", "O", "C", "H", "H", "H", "H", "H", "H", "H", "H", "H", "H", "H", "H", "H", "H", "H", "C", "O", "C", "C", "N", "C", "C", "O", "C", "H", "H", "H", "H", "H", "H", "H", "H", "H", "H", "H", "H", "H", "H", "H", "C", "C", "O", "P", "O", "O", "C", "C", "O", "C", "C", "H", "H", "H", "H", "H", "H", "H", "H", "H", "H", "H", "H", "H", "H", "H", "C", "C", "O", "P", "O", "O", "C", "C", "O", "C", "C", "H", "H", "H", "H", "H", "H", "H", "H", "H", "H", "H", "H", "H", "H", "H"], "coordinates": [[-4.945, -4.730, 0.528], [-4.241, -4.419, -0.806], [-4.560, -3.025, -1.407], [-3.682, -1.978, -0.705], [-3.519, -0.327, -1.383], [-5.119, 0.017, -2.261], [-6.354, -0.033, -1.343], [-7.760, 0.253, -1.996], [-7.738, 1.625, -2.701], [-3.426, 1.079, -0.237], [-3.866, 0.729, 1.195], [-3.441, 1.833, 2.172], [-3.975, 1.635, 3.591], [-2.400, -0.317, -2.787], [-2.474, 0.947, -3.707], [-1.246, 1.100, -4.573], [-1.191, 2.528, -5.222], [-4.742, -4.051, 1.351], [-4.622, -5.708, 0.849], [-6.037, -4.750, 0.428], [-4.542, -5.193, -1.530], [-3.150, -4.497, -0.652], [-5.601, -2.836, -1.275], [-4.410, -3.146, -2.465], [-2.643, -2.262, -0.560], [-4.016, -1.794, 0.309], [-5.309, -0.748, -3.049], [-4.956, 1.030, -2.661], [-6.258, 0.746, -0.603], [-6.366, -0.987, -0.813], [-8.515, 0.337, -1.216], [-8.061, -0.577, -2.611], [-7.414, 2.388, -1.993], [-8.761, 1.906, -3.015], [-7.109, 1.650, -3.609], [-4.020, 1.923, -0.600], [-2.395, 1.395, -0.291], [-3.458, -0.256, 1.486], [-4.969, 0.654, 1.225], [-3.962, 2.765, 1.869], [-2.360, 1.971, 2.161], [-3.683, 0.655, 3.976], [-5.091, 1.745, 3.650], [-3.543, 2.386, 4.222], [-2.754, -1.141, -3.417], [-1.426, -0.429, -2.351], [-2.546, 1.832, -3.075], [-3.398, 0.996, -4.291], [-1.107, 0.383, -5.399], [-0.370, 0.998, -3.917], [-0.846, 3.244, -4.464], [-2.193, 2.881, -5.533], [-0.515, 2.529, -6.089], [-1.424, -0.605, -0.187], [7.907, 6.557, -0.033], [7.360, 5.211, -0.209], [5.997, 5.047, 0.106], [5.452, 3.660, -0.246], [5.675, 3.348, -1.644], [5.279, 1.998, -2.077], [3.861, 1.578, -1.744], [3.671, 0.258, -2.245], [2.451, -0.296, -1.993], [7.981, 6.769, 1.062], [7.220, 7.277, -0.468], [8.912, 6.638, -0.456], [5.418, 5.773, -0.432], [5.840, 5.233, 1.150], [4.366, 3.719, -0.065], [5.879, 2.857, 0.432], [6.643, 3.533, -1.870], [5.920, 1.209, -1.631], [5.470, 1.981, -3.158], [3.179, 2.339, -2.098], [3.660, 1.498, -0.642], [2.104, -0.209, -0.932], [2.349, -1.310, -2.354], [1.670, 0.204, -2.625], [3.367, 7.372, 1.616], [2.892, 6.085, 1.195], [2.902, 5.241, 2.299], [2.191, 3.925, 1.975], [0.797, 4.134, 1.606], [0.027, 2.944, 1.244], [0.351, 2.322, -0.110], [0.541, 3.242, -1.181], [-0.541, 4.045, -1.520], [3.255, 8.045, 0.791], [4.325, 7.299, 2.095], [2.696, 7.695, 2.425], [2.413, 5.768, 3.115], [3.928, 5.135, 2.639], [2.228, 3.237, 2.831], [2.795, 3.434, 1.193], [0.799, 4.847, 0.876], [-1.019, 3.236, 1.423], [0.230, 2.186, 2.004], [-0.395, 1.566, -0.291], [1.293, 1.760, -0.028], [-0.272, 4.702, -2.353], [-0.949, 4.716, -0.742], [-1.415, 3.498, -1.904], [-0.571, 2.067, 5.173], [-0.838, 0.599, 5.153], [0.368, -0.180, 4.634], [0.186, -1.775, 4.681], [-0.143, -2.340, 5.991], [-0.850, -2.132, 3.538], [-0.582, -1.925, 2.074], [-0.772, -3.223, 1.349], [1.537, -2.275, 4.008], [2.819, -2.209, 4.823], [3.031, -3.477, 5.604], [-0.334, 2.355, 4.159], [-1.478, 2.573, 5.509], [0.256, 2.360, 5.827], [-0.967, 0.168, 6.158], [-1.653, 0.296, 4.486], [-1.302, -1.232, 1.710], [0.391, -1.427, 1.914], [-1.741, -3.702, 1.560], [-0.642, -3.107, 0.287], [-0.014, -3.912, 1.772], [3.516, -2.173, 3.999], [2.811, -1.312, 5.460], [2.113, -3.539, 6.214], [3.095, -4.351, 4.992], [3.923, -3.453, 6.254], [3.776, -8.563, -1.299], [2.378, -7.997, -1.524], [2.251, -6.599, -1.016], [2.474, -5.438, -1.994], [3.321, -5.737, -3.110], [0.972, -5.004, -2.331], [0.832, -4.047, -3.481], [-0.571, -3.472, -3.404], [3.018, -4.235, -1.102], [2.274, -3.843, 0.155], [3.298, -3.397, 1.206], [4.434, -8.207, -2.098], [4.117, -8.120, -0.362], [3.736, -9.635, -1.295], [2.179, -7.832, -2.569], [1.493, -8.508, -1.187], [1.594, -3.266, -3.412], [0.994, -4.662, -4.352], [-1.327, -4.248, -3.511], [-0.639, -2.961, -2.424], [-0.768, -2.773, -4.210], [1.654, -3.040, -0.216], [1.641, -4.690, 0.460], [3.914, -4.281, 1.327], [3.881, -2.492, 1.055], [2.718, -3.279, 2.119]], "mulliken_charge": [-1.44, -0.33, -0.61, -0.37, 1.35, -1.07, -0.59, -0.76, -1.13, -0.40, -0.22, 0.80, -1.66, -0.48, -0.90, 0.20, -1.17, 0.29, 0.43, 0.39, 0.44, 0.08, 0.28, 0.46, -0.74, 0.66, 0.47, 0.82, 0.10, 0.22, 0.37, 0.41, 0.29, 0.40, 0.24, 1.19, -0.45, -0.13, 0.16, 0.50, -0.78, 0.27, 0.42, 0.41, 0.69, 0.04, 0.24, 0.33, 0.41, -0.29, 0.17, 0.29, 0.41, -0.75, -0.69, -0.39, -0.86, 0.57, -0.33, -0.87, 0.00, -0.49, 0.43, 0.26, 0.30, 0.26, 0.40, 0.42, -0.57, 0.29, 0.26, 0.35, 0.34, 0.25, 0.14, -0.11, 0.13, -0.11, -0.87, -0.27, -0.98, 0.17, -0.05, -0.77, 1.91, -0.32, -0.68, 0.26, 0.33, 0.37, 0.69, 0.52, 0.27, -0.39, 0.42, 0.31, -0.03, -1.46, -0.10, 0.36, 0.31, 0.07, -0.93, -0.06, -0.13, 0.37, -0.87, -0.49, 1.68, -0.29, 0.00, -0.45, -1.04, 0.02, 0.33, 0.39, 0.46, -0.01, -1.18, 0.42, 0.17, -0.40, 0.35, 0.33, 0.36, 0.28, 0.27, 0.36, -1.09, -0.44, -0.29, 0.59, -0.76, -0.09, -0.29, -0.77, -0.33, 0.66, -0.95, 0.27, 0.26, 0.39, 0.32, 0.47, 0.19, 0.32, 0.36, -0.06, 0.42, -0.35, 0.53, 0.35, 0.33, -0.04]}



[2]
{"formula": "C18H27Br2N3PRhS", "method": "ωB97M-V/def2-TZVPD", "total_charge": 2, "de_lowest_kcal_mol": 15.2, "lumo_energy_ha": [-0.2946, -0.3011], "e_tot_ha": -6864.00178, "homo_energy_ev": [-14.772, -14.905], "spin_multiplicity": 1, "species": ["Rh", "Br", "C", "C", "C", "C", "C", "N", "H", "H", "H", "H", "Br", "C", "C", "N", "C", "S", "N", "C", "C", "H", "H", "H", "H", "H", "H", "H", "H", "H", "H", "H", "H", "C", "P", "C", "C", "C", "C", "C", "C", "C", "H", "H", "H", "H", "H", "H", "H", "H", "H", "H", "H"], "coordinates": [[-0.186, 0.993, 1.025], [0.207, -1.537, 2.597], [-0.009, -0.119, 3.832], [0.029, -0.311, 5.192], [-0.117, 0.817, 5.989], [-0.296, 2.061, 5.402], [-0.333, 2.147, 4.026], [-0.188, 1.057, 3.249], [0.171, -1.298, 5.610], [-0.089, 0.719, 7.067], [-0.403, 2.955, 6.001], [-0.475, 3.089, 3.513], [-0.555, 3.181, 0.191], [3.375, -1.391, -3.968], [1.908, -1.237, -3.586], [1.724, -0.843, -2.178], [1.932, 0.375, -1.688], [1.930, 0.559, 0.065], [2.183, 1.382, -2.495], [2.498, 2.775, -2.114], [3.993, 3.039, -2.161], [3.451, -1.712, -5.007], [3.859, -2.143, -3.344], [3.929, -0.456, -3.863], [1.382, -2.180, -3.712], [1.402, -0.509, -4.221], [1.647, -1.574, -1.487], [2.296, 1.169, -3.476], [2.097, 2.950, -1.122], [1.964, 3.419, -2.811], [4.527, 2.371, -1.482], [4.191, 4.066, -1.855], [4.392, 2.907, -3.168], [-3.452, 1.112, 0.598], [-2.047, 0.216, -0.072], [-2.095, 0.479, -1.845], [-2.299, -1.516, 0.228], [-1.655, -2.453, -0.584], [-1.822, -3.807, -0.337], [-2.613, -4.224, 0.729], [-3.245, -3.294, 1.542], [-3.080, -1.937, 1.304], [-3.457, 1.097, 1.688], [-4.365, 0.648, 0.221], [-3.391, 2.146, 0.263], [-2.995, -0.010, -2.217], [-1.220, 0.064, -2.342], [-2.139, 1.550, -2.041], [-1.039, -2.129, -1.416], [-1.346, -4.537, -0.977], [-2.733, -5.282, 0.926], [-3.869, -3.624, 2.363], [-3.574, -1.219, 1.947]], "mulliken_charge": [0.27, -0.06, 0.59, -0.75, -0.13, -0.76, -0.38, 0.12, 0.44, 0.42, 0.43, 0.42, -0.35, -1.07, -0.84, -0.02, 0.54, -0.36, -0.08, -0.50, -1.15, 0.39, 0.33, 0.29, 0.47, 0.40, 0.32, 0.23, 0.22, 0.36, 0.30, 0.39, 0.36, -1.36, 1.36, -1.15, 0.78, -0.49, -0.69, -0.54, -0.73, -0.33, 0.39, 0.45, 0.45, 0.45, 0.18, 0.44, 0.29, 0.44, 0.43, 0.43, 0.34]}